No. 1
Computed, not measured: one molecule with the formula C3H5NO, with ωB97M-V/def2-TZVPD.

HOMO-LUMO gap in eV: 8.76

Cartesian coordinates (Å):
O -2.20 0.86 -0.36
N 0.01 0.88 0.40
C -1.09 0.37 -0.24
C -0.72 -0.89 -0.89
C 1.06 -0.09 0.29
H -1.03 -1.78 -0.33
H 2.02 0.33 -0.04
H 1.20 -0.72 1.17
H 0.77 -0.76 -0.62
H 0.16 1.86 0.55



No. 2
Computed, not measured: C3H5NO as an isolated structure at a distorted geometry, with ωB97M-V/def2-TZVPD.

HOMO-LUMO gap in eV: 9.58

Cartesian coordinates (Å):
O 1.12 0.59 -1.39
N -0.47 -0.74 -0.42
C 0.58 0.16 0.89
C 0.17 -0.18 -1.47
C -0.83 0.01 0.78
H 1.22 -0.66 1.20
H 1.07 1.13 0.78
H -1.32 -0.67 1.47
H -0.16 -0.56 -2.45
H -1.39 0.93 0.60



No. 3
Computed, not measured: one molecule with the formula C3H5NO, with ωB97M-V/def2-TZVPD.

HOMO-LUMO gap in eV: 11.78

Cartesian coordinates (Å):
O 0.70 -1.44 0.27
N 0.74 1.27 -0.20
C -0.48 0.70 0.30
C 1.85 1.36 -0.56
C -0.48 -0.78 -0.12
H -0.48 0.79 1.39
H -0.64 -0.85 -1.21
H 1.45 -1.01 -0.13
H -1.32 -1.27 0.37
H -1.34 1.23 -0.11



No. 4
Computed, not measured: one molecule with the formula C3H5NO at a distorted geometry, with ωB97M-V/def2-TZVPD.

HOMO-LUMO gap in eV: 11.06
Structure (SMILES): O=C[C@@H]1CN1

Cartesian coordinates (Å):
O -2.48 -0.01 -0.22
N 0.98 0.81 -0.31
C -0.13 -0.10 -0.60
C 1.08 -0.53 0.13
C -1.36 0.12 0.20
H 1.80 -1.17 -0.38
H -1.17 0.50 1.21
H 0.71 1.45 0.45
H -0.30 -0.34 -1.65
H 0.87 -0.74 1.18



No. 5
Computed, not measured: one molecule with the formula C3H5NO at a distorted geometry, with ωB97M-V/def2-TZVPD.

HOMO-LUMO gap in eV: 10.72
Structure (SMILES): O=C1CCN1

Cartesian coordinates (Å):
O -2.35 -0.09 -0.01
N -0.21 -1.11 -0.13
C 0.96 -0.20 0.00
C -1.14 -0.10 -0.05
C -0.05 0.99 -0.05
H -0.04 1.62 0.84
H -0.07 1.59 -0.95
H -0.22 -2.12 0.22
H 1.46 -0.27 0.97
H 1.67 -0.31 -0.84



No. 6
Computed, not measured: C3H5NO as an isolated structure at a distorted geometry, with ωB97M-V/def2-TZVPD.

HOMO-LUMO gap in eV: 11.40

Cartesian coordinates (Å):
O 0.04 -1.46 0.48
N -0.51 -0.27 -2.27
C -0.19 -0.18 0.94
C 0.44 0.78 -0.10
C 0.03 0.15 -1.32
H -1.25 0.05 1.07
H 0.31 -0.04 1.89
H 1.52 0.76 -0.03
H -0.50 -1.60 -0.60
H 0.10 1.81 -0.06



No. 7
Computed, not measured: one molecule with the formula C3H5NO at a distorted geometry, with ωB97M-V/def2-TZVPD.

HOMO-LUMO gap (alpha / beta) in eV: 7.84 / 9.00

Cartesian coordinates (Å):
O -2.02 -0.42 0.75
N -0.32 0.98 -0.02
C 1.01 0.92 -0.34
C 0.02 -1.33 0.01
C -0.93 -0.24 0.24
H -0.16 -2.01 -0.82
H 1.38 1.72 -0.99
H -0.85 1.84 -0.05
H 0.12 -1.89 0.95
H 1.74 0.43 0.27



No. 8
Computed, not measured: one molecule with the formula C3H5NO at a distorted geometry, with ωB97M-V/def2-TZVPD.

HOMO-LUMO gap in eV: 10.36
Structure (SMILES): [H]/N=C\CC=O

Cartesian coordinates (Å):
O 1.13 -2.19 -0.40
N -1.24 1.50 0.81
C -0.93 0.39 0.28
C 0.85 -1.12 0.14
C 0.17 0.02 -0.64
H 1.42 -0.77 1.02
H -0.83 2.31 0.33
H 0.86 0.86 -0.80
H -0.25 -0.37 -1.57
H -1.17 -0.65 0.83



What energy relative to the best compared isomer or geometry (same formula, charge and spin) values result from the calculations? In sequence: 3.8983; 3.0926; 1.4509; 1.5483; 0.4562; 1.7789; 3.4590; 1.8709 eV.